# 1
Molecular formula: C6H10O
Method: DFT, ωB97M-V/def2-TZVPD

XYZ file:
```
17
Properties=species:S:1:pos:R:3:forces:R:3:lowdin_charge:R:1
C -0.123344 0.831954 -1.818542 0.0 0.0 0.0 -0.002
C -0.218280 0.372341 -0.386790 0.2 0.2 -0.2 -0.485
C 0.574470 1.077748 0.731831 0.0 0.1 0.0 -0.082
C 1.022682 -0.308486 1.270310 0.1 -0.1 0.1 -0.116
C 0.223829 -1.012993 0.151736 0.1 -0.2 -0.1 -0.183
C -1.262294 -1.204537 0.446847 -0.1 -0.3 0.1 -0.135
O -1.577582 0.138742 0.041873 -0.2 0.1 0.0 -0.068
H -0.379379 1.893808 -1.907546 0.0 -0.1 0.0 0.087
H 0.892400 0.690765 -2.204027 -0.1 0.1 0.1 0.087
H -0.817199 0.258201 -2.441225 0.1 0.1 0.1 0.087
H 1.394986 1.719781 0.394569 -0.1 -0.1 0.0 0.111
H -0.085013 1.649911 1.389166 0.1 0.0 -0.1 0.115
H 0.714123 -0.550051 2.292775 0.0 0.0 -0.2 0.106
H 2.101225 -0.472057 1.189408 -0.2 0.0 0.0 0.104
H 0.731240 -1.773960 -0.445322 -0.1 0.1 0.1 0.138
H -1.535381 -1.407268 1.491023 0.0 0.1 -0.1 0.119
H -1.761414 -1.933503 -0.204787 0.1 0.1 0.1 0.117
```
Forces are in eV/Å.

Output
E: -309.7958 a.u.
Kohn-Sham gap: 10.46 eV
M: 98.1 g mol⁻¹
E_LUMO: 1.069 eV
HOMO: -9.39 eV
Energy relative to the best compared isomer or geometry (same formula, charge and spin): 1.267 eV
F_max: 0.0071 hartree/bohr


# 2
Molecular formula: C6H10O
Method: DFT, ωB97M-V/def2-TZVPD

XYZ file:
```
17
Properties=species:S:1:pos:R:3:forces:R:3:lowdin_charge:R:1
C 2.417639 -0.066165 0.673311 0.2 -0.1 0.2 -0.096
O 1.231153 0.472931 0.140988 -0.1 0.0 0.1 -0.169
C 0.599301 -0.364375 -0.759822 -0.8 -0.4 0.8 -0.194
C -0.683722 0.144351 -1.295822 -0.2 0.0 -0.3 -0.209
C -1.333523 1.149661 -0.307842 0.0 0.3 0.0 -0.111
C -1.470249 0.021706 0.746494 -0.2 0.1 0.2 -0.144
C -0.966534 -0.918857 -0.302774 -0.6 0.0 0.1 -0.164
H 2.863867 0.697054 1.316548 -0.1 -0.1 -0.1 0.090
H 3.122552 -0.338100 -0.122082 -0.1 0.0 0.1 0.090
H 2.205323 -0.956317 1.280274 0.1 0.0 0.0 0.089
H 0.569608 -1.436378 -0.465418 1.5 -0.3 -1.0 0.129
H -0.901211 0.136951 -2.357611 0.0 0.1 0.0 0.126
H -2.315527 1.467287 -0.666500 0.2 0.0 0.0 0.110
H -0.729781 2.013953 -0.028304 -0.1 0.0 -0.1 0.103
H -2.487927 -0.203296 1.065511 0.0 0.2 0.1 0.106
H -0.814065 0.110524 1.621549 -0.2 0.0 -0.1 0.108
H -1.306912 -1.930926 -0.538507 0.4 0.2 0.3 0.135
```
Forces are in eV/Å.

Output
E: -309.6998 a.u.
Kohn-Sham gap: 8.97 eV
M: 98.1 g mol⁻¹
E_LUMO: 1.104 eV
HOMO: -7.87 eV
Energy relative to the best compared isomer or geometry (same formula, charge and spin): 3.880 eV
F_max: 0.0366 hartree/bohr


# 3
Molecular formula: C6H10O
Method: DFT, ωB97M-V/def2-TZVPD

XYZ file:
```
17
Properties=species:S:1:pos:R:3:forces:R:3:lowdin_charge:R:1
O 1.740927 -1.056256 1.130176 0.2 0.1 0.1 -0.036
C 1.224005 -0.544573 -0.097129 -0.2 0.1 -0.3 -0.391
C 1.060749 0.956662 -0.049002 -0.1 0.1 0.0 -0.058
C -0.103867 1.589161 -0.190342 0.1 -0.1 0.1 -0.090
C -1.417719 0.855269 -0.265381 0.0 0.0 0.0 -0.203
C -1.254905 -0.539837 0.337036 0.0 0.0 0.0 -0.200
C -0.102220 -1.255190 -0.364197 0.0 0.0 0.0 -0.151
H 2.516243 -0.530139 1.362034 -0.1 -0.1 0.1 0.088
H 1.926667 -0.782696 -0.914615 -0.1 0.0 0.2 0.141
H 1.968939 1.536316 0.106985 0.0 0.0 -0.1 0.104
H -0.125990 2.678873 -0.203491 0.0 -0.2 0.0 0.101
H -1.761352 0.780978 -1.308632 0.1 0.0 0.1 0.116
H -2.185271 1.429330 0.267037 0.1 -0.1 0.0 0.109
H -1.008136 -0.438311 1.401165 -0.1 0.0 -0.1 0.121
H -2.184818 -1.114373 0.265471 0.1 0.1 0.0 0.109
H -0.003071 -2.292677 -0.030626 0.0 0.1 0.0 0.118
H -0.290183 -1.272533 -1.446490 0.0 0.0 0.1 0.122
```
Forces are in eV/Å.

Output
E: -309.8403 a.u.
Kohn-Sham gap: 10.52 eV
M: 98.1 g mol⁻¹
E_LUMO: 0.989 eV
HOMO: -9.53 eV
Energy relative to the best compared isomer or geometry (same formula, charge and spin): 0.055 eV
F_max: 0.0073 hartree/bohr


# 4
Molecular formula: C6H10O
Method: DFT, ωB97M-V/def2-TZVPD

XYZ file:
```
17
Properties=species:S:1:pos:R:3:forces:R:3:lowdin_charge:R:1
C -0.260467 1.749072 0.322313 -0.1 -0.1 -0.1 -0.014
C -0.872731 1.139051 -0.694761 0.1 0.1 0.1 -0.196
C -1.775447 -0.023592 -0.597449 -0.1 -0.1 0.1 -0.211
C -2.551442 -0.326856 0.443777 0.1 0.1 -0.1 0.007
H 0.390232 2.603423 0.154454 -0.1 -0.1 0.0 0.056
H -0.382450 1.418882 1.352518 0.0 0.0 -0.2 0.062
H -0.674052 1.492858 -1.706137 0.0 0.0 0.1 0.100
H -1.782441 -0.678609 -1.466532 0.0 0.1 0.1 0.096
H -2.608072 0.302316 1.329466 0.0 0.0 -0.1 0.059
H -3.172513 -1.218458 0.433168 0.1 0.1 0.0 0.056
C 2.552738 -0.678098 0.145947 0.0 0.0 -0.1 -0.052
C 1.173899 -1.241749 -0.063485 0.0 -0.1 -0.2 -0.340
O 0.788193 -1.715220 -1.106415 0.2 0.2 0.4 0.030
H 2.481303 0.325677 0.580429 0.0 -0.2 -0.1 0.070
H 3.088997 -0.642390 -0.804576 0.0 0.0 0.1 0.082
H 3.103459 -1.305035 0.857809 -0.1 0.1 -0.1 0.082
H 0.500794 -1.201272 0.819475 0.0 -0.1 -0.1 0.113
```
Forces are in eV/Å.

Output
E: -309.7897 a.u.
Kohn-Sham gap: 10.00 eV
M: 98.1 g mol⁻¹
E_LUMO: 0.865 eV
HOMO: -9.14 eV
Energy relative to the best compared isomer or geometry (same formula, charge and spin): 1.435 eV
F_max: 0.0097 hartree/bohr


# 5
Molecular formula: C6H10O
Method: DFT, ωB97M-V/def2-TZVPD

XYZ file:
```
17
Properties=species:S:1:pos:R:3:forces:R:3:lowdin_charge:R:1
C -0.674317 -0.052368 -1.612831 -0.2 0.0 0.0 -0.060
C -0.571374 -0.112139 -0.115665 0.5 0.0 -0.1 -0.281
C -0.308199 -1.094323 0.797508 0.0 0.1 0.1 -0.029
C 0.797067 -0.315367 1.381900 -0.1 0.1 0.6 -0.219
O 1.959454 -0.065870 0.487917 0.2 -0.1 0.2 -0.084
C 1.503077 1.262813 0.175475 0.2 0.3 -0.2 -0.160
C 0.144081 0.921519 0.718762 0.1 0.5 0.0 -0.169
H -1.163644 0.842863 -2.005789 0.0 -0.1 0.2 0.085
H -1.116254 -0.940876 -2.066110 0.0 0.1 0.2 0.064
H 0.373820 -0.025263 -1.947082 -0.2 0.1 0.0 0.088
H -2.275322 -1.178076 -0.237587 -0.6 -0.9 -0.2 0.076
H -0.804465 -1.986005 1.154904 0.4 -0.4 -0.6 0.083
H -2.098501 -1.904065 -0.338863 -0.8 0.1 -0.2 0.085
H 1.152723 -0.455969 2.401175 -0.1 0.3 0.1 0.142
H 1.538706 1.511457 -0.891693 0.3 -0.1 0.2 0.112
H 2.025345 2.018336 0.770064 0.1 0.0 -0.1 0.119
H -0.482197 1.573333 1.327916 0.1 0.1 -0.3 0.148
```
Forces are in eV/Å.

Output
E: -309.6666 a.u.
Kohn-Sham gap: 9.69 eV
M: 98.1 g mol⁻¹
E_LUMO: 0.906 eV
HOMO: -8.78 eV
Energy relative to the best compared isomer or geometry (same formula, charge and spin): 4.782 eV
F_max: 0.0210 hartree/bohr


# 6
Molecular formula: C6H10O
Method: DFT, ωB97M-V/def2-TZVPD

XYZ file:
```
17
Properties=species:S:1:pos:R:3:forces:R:3:lowdin_charge:R:1
C -2.224783 0.121360 -0.422386 0.3 -0.2 0.0 -0.066
C -0.950465 0.631735 0.295345 0.0 0.2 0.0 -0.341
C 0.158824 -1.174539 0.614127 0.3 -0.2 -0.2 -0.068
C 1.073168 -1.106518 -0.469556 -0.5 0.2 0.2 -0.154
C 1.896954 -0.004614 -0.611123 -0.3 0.3 0.0 -0.155
C 1.682305 1.070984 0.276376 0.4 -0.4 -0.1 0.005
O -0.114804 1.478171 -0.238298 -0.3 -0.6 0.2 -0.108
H -2.540916 -0.789622 0.099227 0.0 0.2 -0.2 0.063
H -2.030798 -0.135967 -1.466408 0.1 0.1 0.1 0.075
H -3.111129 0.793027 -0.408400 0.9 0.1 0.2 0.079
H -1.146521 0.825480 1.361064 0.1 -0.3 0.0 0.115
H -0.340549 -2.146982 0.774956 -0.3 0.8 -0.3 0.084
H 0.477074 -0.735085 1.569897 -0.1 -0.3 -0.5 0.070
H 0.997381 -1.768798 -1.349174 0.0 0.0 0.8 0.113
H 2.450305 0.119229 -1.547455 -0.1 0.1 0.5 0.103
H 1.383308 0.874379 1.306565 0.1 0.0 -0.4 0.084
H 2.340649 1.947760 0.215237 -0.8 0.0 -0.4 0.102
```
Forces are in eV/Å.

Output
E: -309.7251 a.u.
Kohn-Sham gap: 9.10 eV
M: 98.1 g mol⁻¹
E_LUMO: 0.645 eV
HOMO: -8.46 eV
Energy relative to the best compared isomer or geometry (same formula, charge and spin): 3.190 eV
F_max: 0.0178 hartree/bohr


# 7
Molecular formula: C6H10O
Method: DFT, ωB97M-V/def2-TZVPD

XYZ file:
```
17
Properties=species:S:1:pos:R:3:forces:R:3:lowdin_charge:R:1
O 1.679098 -0.725288 1.339496 0.3 0.5 -0.1 -0.041
C 1.415369 -0.450213 -0.044536 -0.5 -2.0 -0.3 -0.360
C 0.192475 -1.410645 -0.364342 0.7 1.1 1.3 -0.182
C -0.980737 -0.558380 -0.009878 -10.0 -2.7 -4.8 -0.230
C -1.337336 0.843446 0.369493 2.2 0.0 0.4 -0.297
C -0.170440 1.527459 -0.340383 1.6 1.2 2.7 -0.082
C 1.121017 1.011599 -0.328209 -2.4 0.3 -2.0 -0.032
H 1.604531 0.097217 1.832354 0.1 0.0 0.0 0.088
H 2.240739 -0.865177 -0.665484 0.0 0.8 0.6 0.138
H 0.199718 -2.259704 0.343094 0.5 0.4 -0.4 0.112
H 0.149091 -1.802709 -1.398848 0.1 0.5 0.6 0.114
H -2.304156 -1.332569 0.500570 3.7 1.5 -1.2 0.186
H -1.583642 -0.320645 -1.282007 1.7 -1.4 3.2 0.172
H -2.324817 1.211003 0.021834 0.7 -0.6 0.0 0.109
H -1.360312 0.933049 1.457841 0.5 0.6 0.1 0.102
H -0.411971 2.596497 -0.481003 0.8 -0.5 -0.8 0.105
H 1.871377 1.505063 -0.949996 0.0 0.3 0.6 0.099
```
Forces are in eV/Å.

Output
E: -309.6531 a.u.
Kohn-Sham gap: 9.81 eV
M: 98.1 g mol⁻¹
E_LUMO: 0.538 eV
HOMO: -9.28 eV
Energy relative to the best compared isomer or geometry (same formula, charge and spin): 5.151 eV
F_max: 0.2210 hartree/bohr


# 8
Molecular formula: C6H10O
Method: DFT, ωB97M-V/def2-TZVPD

XYZ file:
```
17
Properties=species:S:1:pos:R:3:forces:R:3:lowdin_charge:R:1
C 0.618575 -1.514614 -0.689528 -0.2 0.0 -0.1 -0.083
C -0.122190 -0.583190 -1.395655 0.1 -0.2 -0.1 -0.201
C -1.342850 0.098647 -0.872066 0.0 0.0 0.0 -0.159
C -0.346146 1.123457 -0.457755 0.1 0.2 0.2 -0.139
C 0.309027 1.213813 0.763598 -0.2 0.0 -0.1 -0.181
C -0.150432 0.551863 1.997055 -0.1 -0.3 0.0 -0.296
O -0.929566 -0.382055 2.055443 0.3 0.4 0.0 0.016
H 0.162967 -2.039720 0.147681 0.1 0.1 -0.1 0.082
H 1.507672 -0.696697 0.230145 0.1 0.1 0.2 0.083
H 1.419996 -2.038107 -1.204357 -0.1 0.1 0.1 0.077
H 0.237020 -0.272855 -2.373680 -0.1 0.0 0.1 0.116
H -2.050078 0.428344 -1.633454 0.1 0.0 0.1 0.113
H -1.824223 -0.421235 -0.047849 0.1 0.1 -0.1 0.106
H -0.071646 1.855648 -1.214251 0.0 -0.1 0.1 0.121
H 0.980019 2.056884 0.910947 -0.1 -0.1 0.0 0.105
H 1.483130 0.054141 0.685759 0.0 -0.2 -0.1 0.120
H 0.311547 0.945411 2.927203 -0.1 0.0 -0.1 0.118
```
Forces are in eV/Å.

Output
E: -309.7091 a.u.
Kohn-Sham gap: 9.63 eV
M: 98.1 g mol⁻¹
E_LUMO: 0.616 eV
HOMO: -9.02 eV
Energy relative to the best compared isomer or geometry (same formula, charge and spin): 3.628 eV
F_max: 0.0095 hartree/bohr


- Which value of E does entry 7 give?
  -309.6531 a.u.


- Look up the HOMO of the first one.
  -9.39 eV


- Which value of F_max does entry 2 give?
  0.0366 hartree/bohr


- Number 5 is which compound?
  C6H10O